The following is a DFT calculation (ωB97M-V/def2-TZVPD) of a cluster of 16 separate species, C13H56BrCl2N4O17P2 in total at a distorted geometry.

Summary:
HOMO level: -12.774 eV
Relative energy (zero: lowest compared OMol25 entry of this formula, charge and spin): 6.60 kcal/mol
Orbital gap: 0.3577 Eh

Geometry as ORCA input:
```
! wB97M-V def2-TZVPD RIJCOSX def2/J DEFGRID3
* xyz 1 1
H 0.0646 2.9839 1.9159
H 7.6998 -0.7973 -1.9243
H 2.8248 -4.5257 0.0051
H 9.1878 -0.5551 -1.7530
C 2.3479 0.9314 -0.7640
H -2.1178 -5.8701 -0.2182
H 3.4536 -4.0105 -3.8861
H -4.8936 0.5296 1.4555
O -2.1158 -5.6996 0.7286
H 1.9750 -0.1099 2.3416
H -6.7419 -1.6367 -1.8204
H 3.7191 -0.7501 1.2813
O -0.1902 5.9836 3.1245
O -2.6044 3.9789 3.8894
O -4.8820 0.2038 0.5447
H -3.1903 0.9929 -0.5671
H -0.0758 6.7622 2.5642
H -3.0198 2.0311 0.7455
H -0.4797 -0.5139 -1.5577
O -6.4773 -0.7464 -1.5593
P -2.5520 1.2703 -1.7774
H 2.2486 -3.7959 -1.4690
H -3.2034 2.3593 -2.3582
O -0.1438 3.2189 0.9980
H -0.0906 -1.2469 0.4774
O 8.4592 -1.0746 -1.4007
P 1.2850 3.4192 0.2216
C 0.1066 1.3645 -1.1701
H -5.1745 -2.8492 2.1619
H -2.3999 3.6553 3.0090
H -8.5843 -1.0790 -2.5817
O 6.5884 0.7121 -3.3294
H 1.9232 -1.2059 -1.2756
O 0.2349 -5.7207 2.4837
H 0.1856 -6.6704 2.3408
C 0.9562 -0.9828 0.6366
H -3.8954 -2.4022 5.0947
N 1.2445 1.9616 -0.7405
C 0.9967 -0.0661 1.8673
Cl 1.2477 2.0631 -4.1439
C 4.8628 -0.9403 -0.5645
H -5.5226 -0.7491 -1.6826
O -9.4442 -1.5006 -2.6603
O 3.5599 -3.2987 -3.2461
H 2.4822 0.1359 -2.8215
O -1.3738 7.1791 0.5553
O -5.4636 2.5150 2.6419
H -5.7903 0.3326 0.2333
C 0.9285 -3.4758 0.1721
C 2.9093 0.9542 -2.2511
O -3.5384 -3.2726 4.8969
C 1.9271 -4.3555 -0.5861
H 0.7691 0.9707 1.6376
H -2.7744 -0.7662 -2.3931
H 6.2145 1.5796 -3.1418
H 4.3103 -2.7922 -3.5747
H 2.6663 -2.3169 0.5501
H 0.3329 -4.0669 0.8600
H -2.5727 4.9380 3.7929
H 1.4820 -5.2942 -0.9041
H -10.0621 -0.8534 -2.3072
H 0.6134 5.9347 3.6520
O -4.2722 -2.6757 1.8711
H -2.3320 7.2000 0.4646
H 4.1112 -1.4775 -1.1419
O 3.1814 3.2478 -2.9346
H 5.4386 -0.3065 -1.2370
H -1.0684 2.9948 -1.0790
H -4.3628 -1.9666 1.2231
H -5.3493 2.5983 3.5943
C 1.6444 -2.3313 0.9194
C 2.6180 2.2234 -3.0090
H 0.2486 -3.0691 -0.5860
C 3.4645 1.1182 0.2623
H 0.2954 -0.4484 2.6058
H 5.5533 -1.6766 -0.1586
H -3.5686 -3.3324 3.9361
H -4.7750 3.0829 2.2758
H 5.1366 0.2320 1.1678
H -2.1656 3.2588 1.0605
H 3.9866 0.8185 -2.2676
Cl 0.6476 4.7719 -1.1516
O -3.0817 2.9611 0.9872
N -2.3896 0.0906 -2.7807
H 2.9992 1.4450 1.1892
Br 4.6560 2.5931 -0.1626
H -1.1379 6.2522 0.4469
H 1.6363 -2.5437 1.9865
C 4.2867 -0.1315 0.5907
C 1.4970 -0.3885 -0.7007
H -2.5312 -4.8324 0.8134
H 6.6201 0.6640 -4.2909
N 0.3252 0.0947 -1.4840
N -1.0617 2.0060 -1.2883
H -0.6838 -5.4425 2.4283
*
```